No. 1
# C2H2AuF3NO4S

A molecular structure, C2H2AuF3NO4S in a non-equilibrium geometry (ωB97M-V/def2-TZVPD, OMol25).

Summary:
E_LUMO (alpha / beta): -1.01 / -2.98 eV
Calculated total energy: -34452.309 eV
HOMO-LUMO gap (alpha / beta): 7.96 / 7.27 eV
HOMO (alpha / beta): -8.967 / -10.254 eV
Max |F|: 7.34 eV/Å
Molar mass: 390.069 g mol⁻¹

ORCA input file:
```
! RIJCOSX wB97M-V def2-TZVPD def2/J DEFGRID3
* xyz 0 4
O -2.46 0.57 1.16
C -2.78 -0.59 0.54
O -1.92 -1.48 1.06
Au -0.67 -0.06 0.99
H -3.85 0.00 0.03
N -0.17 0.71 -0.70
S 1.18 0.95 -0.07
O 1.87 2.26 -0.18
O 1.15 0.43 1.38
C 2.47 -0.18 -0.82
F 2.62 0.11 -2.11
F 2.10 -1.45 -0.72
F 3.66 -0.04 -0.23
H -3.18 -1.24 -0.32
*
```

Löwdin analysis output, partial charges in e: atom 1 (O): -0.20, atom 2 (C): -0.48, atom 3 (O): -0.19, atom 4 (Au): 1.29, atom 5 (H): 0.23, atom 6 (N): -0.31, atom 7 (S): 0.50, atom 8 (O): -0.29, atom 9 (O): -0.44, atom 10 (C): -0.69, atom 11 (F): 0.14, atom 12 (F): 0.12, atom 13 (F): 0.14, atom 14 (H): 0.18



No. 2
# C4H8ClNOS

2 unconnected molecules or ions with the total composition C4H8ClNOS in a non-equilibrium geometry (ωB97M-V/def2-TZVPD, OMol25).

Summary:
E_LUMO: -2.08 eV
Calculated total energy: -31169.215 eV
Energy relative to the best compared isomer or geometry (same formula, charge and spin): 406.81 kJ/mol
HOMO-LUMO gap: 6.43 eV
HOMO: -8.509 eV
Structure (SMILES): CC1(Cl)CNC1.O=S
Max |F|: 2.29 eV/Å
Molar mass: 153.634 g mol⁻¹

ORCA input file:
```
! RIJCOSX wB97M-V def2-TZVPD def2/J DEFGRID3
* xyz 0 1
C 0.11 -0.87 1.00
C 1.15 -0.09 0.22
C 1.61 -0.66 -1.16
C 2.57 -0.26 0.68
H -0.21 -0.36 1.96
H 0.42 -1.92 1.19
H -0.88 -1.00 0.50
H 1.09 -1.60 -1.63
H 1.74 0.20 -1.86
H 3.76 -0.88 -0.85
H 2.75 -0.75 1.66
H 3.13 0.69 0.64
N 2.86 -1.07 -0.49
O -3.71 -0.91 0.19
S -2.91 0.20 -0.33
Cl 0.70 1.68 0.06
*
```

Löwdin analysis output, partial charges in e: atom 1 (C): -0.12, atom 2 (C): -0.80, atom 3 (C): -0.18, atom 4 (C): -0.24, atom 5 (H): 0.10, atom 6 (H): 0.10, atom 7 (H): 0.00, atom 8 (H): 0.14, atom 9 (H): 0.10, atom 10 (H): 0.09, atom 11 (H): 0.12, atom 12 (H): 0.10, atom 13 (N): -0.05, atom 14 (O): -0.67, atom 15 (S): 0.72, atom 16 (Cl): 0.59



No. 3
# C3H9NS

2 unconnected molecules or ions with the total composition C3H9NS in a non-equilibrium geometry (ωB97M-V/def2-TZVPD, OMol25).

Summary:
E_LUMO: -0.56 eV
Calculated total energy: -15579.332 eV
Energy relative to the best compared isomer or geometry (same formula, charge and spin): 289.29 kJ/mol
HOMO-LUMO gap: 5.98 eV
HOMO: -6.538 eV
Max |F|: 1.31 eV/Å
Molar mass: 91.179 g mol⁻¹

ORCA input file:
```
! RIJCOSX wB97M-V def2-TZVPD def2/J DEFGRID3
* xyz 0 1
C 1.66 -0.12 2.23
S 0.76 1.18 1.28
H 1.82 -1.08 1.71
H 2.66 0.23 2.45
H 1.20 -0.35 3.20
C -1.60 0.93 -1.32
C 0.00 -0.92 -0.79
N -0.95 -0.41 -1.53
H -2.50 0.82 -0.70
H -1.85 1.29 -2.32
H -0.88 1.60 -0.83
H 0.37 -0.40 0.15
H 0.46 -1.89 -1.11
H -1.15 -0.87 -2.41
*
```

Löwdin analysis output, partial charges in e: atom 1 (C): -0.62, atom 2 (S): 0.25, atom 3 (H): 0.00, atom 4 (H): -0.01, atom 5 (H): 0.00, atom 6 (C): -0.04, atom 7 (C): 0.07, atom 8 (N): -0.03, atom 9 (H): 0.10, atom 10 (H): 0.09, atom 11 (H): 0.04, atom 12 (H): -0.10, atom 13 (H): 0.12, atom 14 (H): 0.14



No. 4
# C2H10NO2S

3 unconnected molecules or ions with the total composition C2H10NO2S in a non-equilibrium geometry (ωB97M-V/def2-TZVPD, OMol25).

Summary:
E_LUMO: 3.26 eV
Calculated total energy: -18656.561 eV
Energy relative to the best compared isomer or geometry (same formula, charge and spin): 135.72 kJ/mol
HOMO-LUMO gap: 6.18 eV
HOMO: -2.918 eV
Max |F|: 3.22 eV/Å
Molar mass: 112.174 g mol⁻¹

ORCA input file:
```
! RIJCOSX wB97M-V def2-TZVPD def2/J DEFGRID3
* xyz -1 1
C -0.02 0.49 -0.11
C 1.27 1.18 0.63
S 1.80 -0.05 1.91
N 0.66 -0.67 -0.97
H -0.54 0.20 0.81
H -0.68 1.00 -0.85
H 2.05 1.24 -0.18
H 0.89 2.15 0.93
H 1.26 -0.05 -1.59
H 1.27 -0.96 -0.25
H 0.74 -3.58 -1.48
H 1.10 -2.73 -2.52
O 1.06 -3.67 -2.39
H -2.84 1.98 2.06
H -4.27 1.45 2.27
O -3.74 2.03 1.71
*
```

Löwdin analysis output, partial charges in e: atom 1 (C): -0.33, atom 2 (C): -0.73, atom 3 (S): 0.10, atom 4 (N): -0.07, atom 5 (H): 0.03, atom 6 (H): 0.07, atom 7 (H): 0.02, atom 8 (H): 0.01, atom 9 (H): 0.06, atom 10 (H): -0.08, atom 11 (H): 0.03, atom 12 (H): -0.01, atom 13 (O): -0.09, atom 14 (H): 0.04, atom 15 (H): 0.03, atom 16 (O): -0.07



molar mass of number 2 (C4H8ClNOS)?
153.634 g mol⁻¹



Which of these has the lowest calculated total energy?
C2H2AuF3NO4S